[1]
11
Properties=species:S:1:pos:R:3:forces:R:3:lowdin_charge:R:1 method="wB97M-V/def2-TZVPD" de_lowest_kj_mol=449.00 e_tot_ev=-19034.39488 charge=0 homo_energy_ha="-0.31463 / -0.31468"
H -2.91583 -0.19877 -0.45481 0.30 -0.46 -0.04 0.129
H 2.35537 -0.16654 1.09066 0.11 0.30 -0.34 0.117
C 1.57679 -0.34037 0.34034 1.95 2.47 1.14 -0.352
C -1.96289 0.18987 -0.03368 -2.98 -0.47 -0.71 -0.537
N 1.30009 -1.60087 0.30478 -0.80 -1.59 -1.13 -0.319
C 0.98123 0.76917 -0.25894 -0.74 -2.43 -0.54 0.107
H 1.10228 1.75533 0.04173 0.52 1.49 1.27 0.060
O -1.99406 1.28029 0.45430 -0.02 2.26 1.01 0.020
S -0.21125 -1.97327 -0.03139 -1.25 1.49 0.51 1.008
H 0.63233 0.76090 -1.27070 -0.08 -0.41 -0.35 0.080
N -0.86407 -0.47575 -0.18228 2.99 -2.65 -0.84 -0.311

[2]
6
Properties=species:S:1:pos:R:3:forces:R:3:lowdin_charge:R:1 method="wB97M-V/def2-TZVPD" de_lowest_kj_mol=10.06 e_tot_ev=-4159.83468 charge=0 homo_energy_ha=-0.40783
H -2.15605 -0.59162 -0.06704 0.43 0.39 -0.03 0.053
O 1.60268 -0.04123 0.01150 0.25 -0.58 0.38 -0.070
H -1.47362 0.52333 0.74502 -0.04 -0.15 -0.24 0.048
H 1.21228 0.76211 -0.32424 -0.34 0.15 -0.16 0.016
O -1.40851 0.03218 -0.08714 -0.42 -0.25 0.34 -0.064
H 0.86402 -0.62147 0.25138 0.11 0.44 -0.29 0.017